129
Properties=species:S:1:pos:R:3:mulliken_charge:R:1 method="wB97M-V/def2-TZVPD" e_above_lowest_kj_mol=143.91 homo_ha=-0.0945 lumo_energy_ha=0.1265 fmax_ha_per_bohr=0.023 charge=-2
Cs 1.418 -0.901 -1.290 0.95
Se -2.537 3.420 2.213 -0.51
P -4.416 3.086 1.227 0.68
Se -4.633 1.550 -0.230 -0.47
C -5.650 2.826 2.570 0.35
C -5.884 3.849 3.489 -0.60
C -6.758 3.660 4.548 -0.55
C -7.403 2.439 4.710 -0.37
C -7.173 1.418 3.801 -0.55
C -6.304 1.612 2.733 -0.26
C -5.061 4.670 0.554 0.20
C -4.261 5.797 0.435 -0.14
C -4.785 6.975 -0.089 -0.66
C -6.111 7.035 -0.487 -0.35
C -6.917 5.907 -0.370 -0.59
C -6.391 4.731 0.140 -0.48
H -5.361 4.791 3.377 0.34
H -6.928 4.463 5.255 0.35
H -8.078 2.287 5.544 0.35
H -7.668 0.460 3.919 0.36
H -6.119 0.826 2.010 0.28
H -3.227 5.738 0.751 0.27
H -4.147 7.844 -0.191 0.35
H -6.517 7.952 -0.898 0.35
H -7.954 5.943 -0.683 0.36
H -7.008 3.842 0.209 0.33
N 1.328 1.735 -3.297 -0.60
N 0.457 2.244 -4.298 -0.15
C -0.704 2.863 -4.047 0.51
N -1.485 3.105 -5.138 -0.42
N -0.907 3.221 -2.798 -0.41
N -2.006 3.983 -2.526 0.99
O -2.550 4.647 -3.429 -0.79
O -2.363 4.025 -1.377 -0.52
H 0.933 2.054 -2.411 0.50
H 1.200 0.724 -3.384 0.14
H 0.581 1.782 -5.183 0.29
H -1.441 2.427 -5.879 0.21
H -2.346 3.601 -4.960 0.27
C -2.786 -0.062 4.135 -0.91
C -2.182 -0.766 2.968 0.51
C -1.846 -2.092 2.764 -1.29
C -1.288 -2.142 1.475 0.46
N -1.278 -0.930 0.923 -0.39
N -1.824 -0.121 1.845 0.76
C -0.688 -3.268 0.673 0.25
H -3.309 -0.773 4.776 0.36
H -3.490 0.700 3.812 0.06
H -2.022 0.441 4.731 0.19
H -1.999 -2.905 3.457 0.40
H -1.940 0.867 1.660 -0.18
H -1.005 -4.268 0.961 0.19
H 0.395 -3.175 0.803 0.10
H -0.971 -3.062 -0.360 -0.55
O 2.338 -1.327 1.168 -0.79
C 2.497 -0.091 1.315 0.84
O 2.667 0.761 0.400 -0.60
C 2.671 0.439 2.741 -0.81
C 3.884 1.371 2.769 -1.07
Ge 5.442 0.906 1.642 1.89
C 5.310 -0.197 0.022 0.16
C 5.158 -1.579 0.120 -0.05
C 4.995 -2.364 -1.016 -0.70
C 4.997 -1.777 -2.273 -0.40
C 5.164 -0.403 -2.388 -0.62
C 5.312 0.379 -1.250 -0.23
C 6.193 2.641 1.100 -0.15
C 7.487 3.058 1.398 -0.46
C 7.948 4.306 0.993 -0.59
C 7.114 5.158 0.283 -0.44
C 5.817 4.760 -0.017 -0.73
C 5.361 3.513 0.391 -0.23
C 6.778 -0.033 2.762 -0.19
C 6.515 -0.365 4.091 -0.40
C 7.443 -1.054 4.863 -0.63
C 8.664 -1.424 4.316 -0.39
C 8.943 -1.110 2.992 -0.73
C 8.006 -0.429 2.228 -0.32
H 2.770 -0.399 3.431 0.26
H 1.770 0.999 3.010 0.40
H 4.272 1.514 3.782 0.62
H 3.587 2.355 2.404 0.42
H 5.143 -2.046 1.098 0.31
H 4.851 -3.433 -0.915 0.34
H 4.863 -2.388 -3.157 0.32
H 5.168 0.059 -3.368 0.38
H 5.417 1.451 -1.363 0.22
H 8.148 2.406 1.959 0.30
H 8.959 4.613 1.235 0.37
H 7.471 6.131 -0.035 0.35
H 5.156 5.420 -0.565 0.40
H 4.344 3.214 0.155 0.38
H 5.566 -0.093 4.538 0.17
H 7.208 -1.306 5.890 0.38
H 9.389 -1.964 4.913 0.36
H 9.889 -1.405 2.552 0.37
H 8.231 -0.212 1.188 0.43
C -4.501 -5.609 0.205 -1.62
C -3.158 -5.925 -0.399 1.14
C -2.445 -7.033 0.049 -0.93
C -1.168 -7.287 -0.425 -0.81
C -0.623 -6.466 -1.396 -0.89
C -1.340 -5.378 -1.890 -0.46
N -0.725 -4.562 -2.851 0.12
C -1.303 -4.097 -4.013 0.14
C -2.364 -4.786 -4.618 -0.76
C -2.901 -4.348 -5.814 -0.56
C -2.400 -3.213 -6.442 -0.75
C -1.364 -2.520 -5.836 -0.31
C -0.800 -2.934 -4.635 0.67
C 0.288 -2.080 -4.000 0.42
O 1.034 -2.668 -3.166 -0.95
O 0.369 -0.874 -4.334 -0.88
C -2.601 -5.068 -1.356 1.81
C -3.297 -3.776 -1.686 -2.13
H -4.849 -6.437 0.824 0.42
H -5.254 -5.411 -0.560 0.31
H -4.449 -4.717 0.835 0.32
H -2.888 -7.679 0.798 0.34
H -0.599 -8.128 -0.046 0.37
H 0.367 -6.649 -1.794 0.51
H 0.185 -4.140 -2.663 0.42
H -2.755 -5.675 -4.137 0.41
H -3.717 -4.904 -6.261 0.37
H -2.824 -2.864 -7.376 0.38
H -0.969 -1.611 -6.273 0.40
H -4.187 -3.930 -2.303 0.47
H -2.647 -3.088 -2.220 0.30
H -3.614 -3.275 -0.769 0.56

***

3
Properties=species:S:1:pos:R:3:mulliken_charge:R:1 method="wB97M-V/def2-TZVPD" e_above_lowest_kj_mol=0.00 homo_ha=-0.3330 lumo_energy_ha=-0.0674 smiles=ISI fmax_ha_per_bohr=0.032 charge=0
I 1.906 0.620 -0.001 0.12
S 0.107 -1.002 0.002 -0.20
I -2.012 0.382 -0.001 0.09

***

8
Properties=species:S:1:pos:R:3:mulliken_charge:R:1 method="wB97M-V/def2-TZVPD" e_above_lowest_kj_mol=246.55 homo_ha=-0.3717 lumo_energy_ha=-0.0543 smiles="O=CC=C1C#C1" fmax_ha_per_bohr=0.009 charge=0
O 0.569 2.322 0.374 -0.46
C 0.091 1.219 0.457 -0.02
C -0.019 0.295 -0.697 -0.29
C -0.318 -0.962 -0.450 0.49
C 0.407 -2.139 0.695 -0.19
C -0.638 -2.199 -0.094 -0.21
H -0.301 0.814 1.411 0.34
H 0.209 0.650 -1.696 0.32